This record from the Open Molecules 2025 dataset describes a 11-piece molecular cluster, H21O14S overall in a non-equilibrium geometry. The level of theory is ωB97M-V/def2-TZVPD.

Summary:
ΔE to the lowest compared entry with this formula, charge and spin	72.40	kJ/mol
HOMO-LUMO gap	0.2014	hartree
net charge	-1

XYZ file:
```
36
Properties=species:S:1:pos:R:3:forces:R:3
H 0.458 -1.049 3.180 5.363 1.385 4.961
H -0.279 -0.070 -0.441 0.350 -2.301 0.194
O -1.576 -1.071 -0.773 1.016 5.084 0.904
O 2.892 1.112 2.072 -1.512 2.067 0.444
S -1.611 -2.444 -1.239 -4.628 -4.802 -1.328
O 0.355 2.758 -1.216 7.134 3.493 -1.324
H -0.581 3.057 1.666 -0.354 -2.396 -0.163
O 3.619 1.332 -0.912 -3.940 1.206 -0.337
H 2.747 1.533 -1.478 2.922 -0.848 1.554
H -2.309 -0.509 0.572 -1.724 -1.621 2.059
O -1.354 -2.557 -2.681 0.267 1.088 -0.784
O -2.968 -2.982 -0.893 1.557 0.898 -0.626
H 0.671 -0.494 0.960 -1.015 0.432 -1.285
H -2.828 0.354 1.704 -0.294 -0.070 0.466
H -0.400 -2.066 2.757 -0.624 -0.143 -0.885
O -0.147 -1.155 2.572 -4.370 -0.953 -4.235
H 0.988 -2.799 0.044 -2.637 -0.492 -1.196
O -2.888 -0.579 1.460 1.514 1.392 -2.037
H 3.792 0.765 2.105 -0.020 0.898 0.301
O -0.719 2.047 1.709 0.393 3.205 -2.593
H 0.722 2.888 -2.162 -1.019 -0.423 2.428
O -2.208 1.481 -1.327 -2.518 3.172 0.095
H -0.417 2.372 -1.333 -6.347 -3.016 -1.127
O -0.611 -3.196 -0.544 2.671 -1.130 1.885
H -0.526 -1.054 -3.291 -1.042 0.528 0.659
H 0.107 1.117 0.527 1.860 -3.199 -0.287
H -3.176 1.727 -1.084 2.762 -1.064 -0.509
H -0.688 1.843 2.608 0.076 -0.909 2.385
H 3.174 1.432 -0.017 0.945 -0.437 -1.167
O 0.542 0.122 0.151 -1.380 3.910 1.519
O -0.165 -0.124 -3.339 -9.193 1.544 2.794
H 0.596 -0.350 -3.590 10.206 -2.049 -3.256
O 1.836 -2.666 0.413 1.545 2.622 1.261
H 2.234 -3.496 0.419 0.997 -2.086 -0.025
H -2.004 0.633 -0.975 -0.431 -2.048 0.013
H 2.724 2.086 2.376 1.472 -2.940 -0.758
```
Forces are in eV/Å.



This record from the Open Molecules 2025 dataset describes an isolated molecule of C4H6N2. The level of theory is ωB97M-V/def2-TZVPD.

Summary:
ΔE to the lowest compared entry with this formula, charge and spin	54.94	kJ/mol
SMILES string	Cc1cn[nH]c1
HOMO-LUMO gap	0.3709	hartree

XYZ file:
```
12
Properties=species:S:1:pos:R:3:forces:R:3
N -0.889 0.304 1.682 -0.166 0.032 0.042
H -2.044 0.469 -0.104 0.105 -0.051 0.092
H 2.052 -0.411 0.892 -0.137 0.026 -0.013
H -1.578 0.472 2.397 0.128 -0.001 -0.111
C 0.996 -0.170 0.888 0.118 -0.025 -0.003
C -1.080 0.269 0.343 0.044 -0.004 -0.038
H 0.626 0.767 -2.176 -0.004 -0.136 0.098
C 0.449 -0.198 -1.686 0.021 0.003 -0.048
H -0.380 -0.684 -2.209 0.099 0.063 0.044
N 0.372 0.036 2.040 -0.002 -0.017 -0.230
H 1.340 -0.816 -1.841 -0.131 0.108 0.084
C 0.136 -0.039 -0.227 -0.076 0.003 0.083
```
Forces are in eV/Å.



This record from the Open Molecules 2025 dataset describes a 9-piece molecular cluster, C2H22N4O9 overall in a non-equilibrium geometry. The level of theory is ωB97M-V/def2-TZVPD.

Summary:
ΔE to the lowest compared entry with this formula, charge and spin	66.79	kJ/mol
2S+1	2
HOMO-LUMO gap (spin up / spin down)	0.1044 / 0.3344	hartree
net charge	-1

XYZ file:
```
37
Properties=species:S:1:pos:R:3:forces:R:3
H -0.593 0.543 -1.320 0.469 -0.126 0.641
H -2.766 -0.431 1.858 -0.180 -0.286 0.618
O 2.879 -1.151 -0.396 0.525 -0.148 -0.269
H 3.350 -0.523 0.152 -0.074 0.379 0.235
H -0.458 -1.656 -0.084 0.207 -0.232 0.686
O -0.985 -1.480 -0.863 -0.512 -0.455 -0.713
H 1.403 3.103 -0.388 0.033 -0.143 -0.407
H -1.698 -4.501 -1.722 -0.187 0.137 -0.029
H -1.771 -1.047 -0.530 -0.215 -0.025 0.485
O -3.504 0.094 -1.288 -0.237 -0.104 0.080
H 0.369 -3.692 1.053 -0.098 -0.507 0.023
H -0.622 -3.784 -0.934 -0.044 0.529 -0.040
O 1.069 -1.068 -2.455 0.193 -0.110 -1.004
O -0.780 -4.568 -1.461 0.193 -0.621 -0.009
H 0.449 1.388 -0.081 -0.389 -1.103 -0.419
C 0.256 2.237 -1.797 -3.947 -2.959 -2.456
H -2.870 0.152 0.464 -0.497 0.375 -0.481
H -0.116 0.750 1.344 -0.022 -0.296 0.613
H 0.426 -2.391 1.826 -0.239 0.335 0.724
H 2.130 -1.420 0.136 -0.236 -0.281 0.321
O -0.306 2.262 -2.871 -0.313 0.956 -2.654
H 0.441 -1.488 -1.867 -0.253 0.059 -0.176
H -3.110 -0.317 -2.058 0.293 -0.182 -0.355
O 0.691 -2.792 0.998 0.338 0.306 -0.532
H 2.411 2.936 3.442 -0.318 -0.388 0.164
N 1.061 3.076 -1.338 5.250 6.315 1.267
H 1.843 -0.920 -1.912 0.424 0.084 0.205
N -0.034 1.305 -0.964 -0.923 -2.577 2.900
O -2.236 -0.071 1.146 0.712 0.147 0.274
N 1.542 2.477 3.209 1.601 3.436 4.034
H 1.359 3.775 -2.003 0.071 0.092 0.493
H 0.705 2.575 3.765 0.693 0.619 0.343
H -0.494 1.784 2.618 -0.083 -0.175 -0.307
C 1.452 1.586 2.278 2.859 -0.224 -1.020
N 0.236 1.383 2.048 -7.231 -2.304 -1.985
H -4.087 0.763 -1.645 -0.144 0.330 -0.021
O 2.358 1.110 1.639 2.279 -0.855 -1.229
```
Forces are in eV/Å.



This record from the Open Molecules 2025 dataset describes C22H17F6GeMgN2O8S3 as an isolated structure. The level of theory is ωB97M-V/def2-TZVPD.

Summary:
ΔE to the lowest compared entry with this formula, charge and spin	29.24	kJ/mol
HOMO-LUMO gap	0.3279	hartree
net charge	-1

XYZ file:
```
60
Properties=species:S:1:pos:R:3:forces:R:3
C 4.348 0.834 -0.520 0.007 -0.010 -0.003
C 4.611 -3.512 -0.605 0.005 -0.007 0.006
C 1.936 0.699 -0.397 -0.004 0.036 0.008
S -2.349 0.792 -3.558 -0.048 -0.036 -0.046
H -4.191 -3.436 -0.200 -0.003 0.001 0.002
C -1.056 -2.137 -0.167 0.005 0.026 0.024
F -4.971 2.703 0.420 0.004 -0.021 0.002
O -1.238 1.767 -3.368 0.024 0.012 -0.035
H 2.395 -2.855 -3.073 -0.007 0.002 -0.001
O -3.572 1.526 -3.033 0.000 -0.016 -0.003
F -3.559 5.224 0.965 0.000 0.018 0.006
F -5.664 0.873 1.352 -0.004 0.004 0.005
C -2.245 5.226 1.168 -0.024 -0.004 -0.002
H 5.262 0.795 -1.099 0.001 0.001 0.000
H 0.031 -1.861 -2.836 0.027 -0.008 0.001
C 4.413 1.037 0.858 0.004 0.001 0.006
C -3.267 -3.038 0.202 0.014 0.001 -0.026
N 6.706 1.310 2.025 0.002 -0.002 -0.002
F -1.670 6.052 0.303 0.009 -0.002 -0.002
C 3.239 1.093 1.604 -0.012 0.006 -0.001
H 3.287 1.268 2.671 0.007 0.000 0.000
H 4.631 -3.817 -2.729 0.003 -0.001 0.002
S -1.563 3.534 0.931 -0.090 0.079 -0.017
H 2.072 -2.131 1.138 -0.018 -0.001 0.009
C -1.941 -2.348 2.079 -0.010 -0.001 0.004
O -1.953 3.220 -0.444 0.129 0.074 0.072
O -2.495 0.215 -4.860 0.020 0.001 0.002
S -3.147 1.408 1.764 0.033 -0.008 -0.049
H 1.106 0.983 1.561 -0.003 -0.001 0.006
H -3.920 -3.156 2.244 0.000 -0.002 -0.002
H 5.600 -3.925 -0.453 0.001 0.001 -0.002
Mg -2.406 1.500 -1.362 -0.009 0.054 -0.065
C 3.122 0.672 -1.134 0.002 -0.011 0.005
C -4.891 1.940 1.511 -0.028 0.011 -0.020
C 2.615 -2.504 0.279 0.002 0.015 -0.006
C 2.055 -2.419 -0.997 0.027 -0.007 -0.026
F -5.318 2.639 2.559 0.004 -0.001 -0.003
O -3.162 0.577 2.914 0.004 0.006 -0.010
C -3.117 -2.881 1.572 0.000 0.003 0.011
C 2.802 -2.906 -2.069 0.022 0.002 0.013
Ge 0.343 -1.531 -1.379 -0.082 -0.008 -0.013
H 4.296 -3.083 1.475 0.003 -0.003 -0.001
H -0.185 0.728 -0.394 0.008 -0.017 0.050
H -0.020 -1.542 1.628 0.015 0.007 0.004
H -2.394 -2.746 -1.731 0.010 0.004 -0.002
C 3.878 -3.041 0.476 0.000 0.006 -0.005
H -1.828 -2.194 3.145 0.002 -0.002 0.000
N -2.373 2.742 2.015 0.080 -0.005 0.067
C 2.018 0.927 0.977 0.007 -0.008 -0.020
O -0.171 3.618 1.212 0.008 0.002 -0.003
H 3.077 0.499 -2.202 -0.003 -0.001 -0.001
C -2.246 -2.665 -0.662 -0.024 -0.026 0.017
O -2.112 -0.216 -2.433 0.019 -0.051 -0.062
H 0.516 0.924 -2.012 0.008 -0.007 -0.004
C 0.629 0.415 -1.054 0.003 0.008 -0.006
C 5.686 1.190 1.505 -0.004 0.002 0.003
F -1.996 5.643 2.404 0.003 0.009 0.000
C -0.922 -1.979 1.213 0.010 -0.010 -0.022
O -2.802 0.800 0.481 -0.149 -0.113 0.146
C 4.068 -3.449 -1.879 -0.010 0.001 -0.011
```
Forces are in eV/Å.



This record from the Open Molecules 2025 dataset describes a 2-piece molecular cluster, C5H12NO overall in a non-equilibrium geometry. The level of theory is ωB97M-V/def2-TZVPD.

Summary:
ΔE to the lowest compared entry with this formula, charge and spin	202.26	kJ/mol
HOMO-LUMO gap	0.2767	hartree
net charge	+1

XYZ file:
```
19
Properties=species:S:1:pos:R:3:forces:R:3
H -0.190 -0.638 -3.589 0.332 0.795 0.803
H 0.522 -1.575 3.031 -0.284 0.108 0.733
H 0.964 0.780 -3.369 -0.892 -1.116 0.747
C 0.185 -0.563 2.846 0.052 0.047 0.296
C -1.655 -0.255 0.151 2.667 -0.050 -1.663
C 1.154 0.301 2.550 -0.194 -0.667 -0.451
C 0.052 0.246 -2.935 1.007 0.388 -1.412
H -1.116 0.410 0.866 -0.649 -0.111 -0.906
H -0.704 1.006 -3.073 -0.582 0.015 0.062
H -0.868 -0.285 2.994 0.455 -0.221 -0.514
N -0.992 -0.665 -0.905 -1.259 0.189 0.890
H 1.029 -0.808 -1.255 -0.141 0.353 -0.381
H -2.660 -0.566 0.305 -0.531 -0.695 0.341
H 2.198 0.065 2.764 -0.137 -0.050 -0.441
H 0.475 0.832 -0.862 -0.194 -0.370 -0.363
H 1.746 1.769 1.534 0.205 0.473 0.107
C 0.241 -0.062 -1.468 0.834 -0.298 1.215
H -1.295 -1.469 -1.494 -0.514 0.974 0.674
O 0.916 1.477 1.910 -0.175 0.237 0.264
```
Forces are in eV/Å.



This record from the Open Molecules 2025 dataset describes an isolated molecule of C16H15N3O in a non-equilibrium geometry. The level of theory is ωB97M-V/def2-TZVPD.

Summary:
ΔE to the lowest compared entry with this formula, charge and spin	129.84	kJ/mol
SMILES string	c1ccc(CNc2nnc(Cc3ccccc3)o2)cc1
HOMO-LUMO gap	0.3294	hartree

XYZ file:
```
35
Properties=species:S:1:pos:R:3:forces:R:3
H 1.975 1.976 5.178 0.424 -0.036 -0.157
H 2.803 2.560 -0.249 -0.395 -0.105 0.353
H -2.072 -0.186 -3.188 0.112 0.358 0.405
H -2.374 -1.393 -5.202 -0.057 -0.156 -0.140
C -0.619 0.457 -0.074 -1.947 0.059 0.032
C 0.796 1.939 0.325 -1.266 3.070 0.607
H 1.913 3.724 0.714 -0.531 0.115 -0.230
C -2.595 -1.014 -0.567 0.820 -0.246 -1.046
N -0.392 2.463 0.572 2.939 0.116 -0.166
N -1.162 -0.757 -0.390 1.531 0.211 0.174
H 1.109 2.961 3.113 0.472 -0.417 -0.141
C 2.580 1.850 4.276 -0.130 0.441 -0.789
O 0.711 0.677 -0.127 -0.041 -0.880 0.079
C 2.090 2.661 0.592 0.085 -0.541 -1.009
H -3.429 -3.608 -0.906 0.042 0.299 0.018
C -3.418 -3.827 -3.023 0.296 0.542 -0.553
C -3.127 -3.219 -4.256 0.711 0.596 0.899
H 4.385 1.285 0.902 0.273 -0.085 -0.263
H -3.140 -3.785 -5.173 -0.361 -0.064 -0.156
C -2.437 -1.192 -3.092 -0.322 -0.726 -0.184
H -3.029 -1.574 0.244 0.102 -0.327 0.513
H 4.294 0.853 5.191 -0.052 -0.129 0.251
C -2.627 -1.889 -4.275 -0.372 -1.031 0.415
C -3.207 -3.099 -1.841 -0.206 -0.529 -0.352
C 3.904 1.469 1.843 0.003 0.135 1.352
C 2.696 2.170 1.855 0.692 -0.488 0.890
C -2.726 -1.798 -1.859 -0.610 0.232 -0.133
C 3.827 1.201 4.288 -0.494 0.675 -1.658
H 5.435 0.524 3.041 0.262 -0.022 -0.116
H -0.463 -1.419 -0.737 -0.892 0.167 0.121
C 4.496 1.051 3.050 -1.044 -0.028 0.230
H -3.170 -0.098 -0.630 0.349 0.394 -0.027
N -1.294 1.503 0.307 -0.834 -1.525 -0.322
H -3.786 -4.858 -2.967 0.199 0.478 -0.101
C 2.051 2.390 3.069 0.241 -0.554 1.206
```
Forces are in eV/Å.